{
  "formula": "C2H9NO2",
  "method": "ωB97M-V/def2-TZVPD",
  "lumo_ev": 0.65,
  "smiles": "C=NC.O.O",
  "multiplicity": 1,
  "gap_ev": 10.0353,
  "homo_energy_ev": -9.39,
  "relative_energy_ev": 0.824,
  "elements": ["C", "C", "N", "H", "H", "H", "H", "H", "H", "H", "O", "H", "H", "O"],
  "xyz": [[1.727693, -0.164972, -0.099809], [1.534221, -0.972107, -2.298773], [2.245034, -0.641992, -1.330644], [0.720125, 0.281268, -0.147992], [2.386520, 0.589660, 0.326422], [1.692244, -0.909156, 0.695427], [1.971411, -1.336737, -3.223731], [0.459279, -0.913023, -2.276874], [-1.290325, 1.629313, 3.600307], [-2.096733, 0.878915, 2.532909], [-1.522696, 1.639367, 2.668112], [-3.090942, 0.518772, 0.103825], [-2.189885, -0.335127, -0.721083], [-2.545947, -0.264183, 0.171902]],
  "atomic_forces_ev_per_a": [[-0.85, 0.82, 0.91], [-0.24, 0.01, -0.16], [1.45, -0.43, -0.05], [0.05, -0.15, -0.17], [0.12, 0.19, -0.26], [0.07, -0.50, -0.32], [0.20, -0.01, 0.04], [-0.82, 0.09, 0.02], [-0.04, -0.04, 0.03], [0.12, -0.09, -0.03], [-0.02, 0.09, -0.05], [-0.27, 0.33, 0.16], [0.14, -0.20, 0.12], [0.10, -0.10, -0.24]],
  "nbo_charge": [-0.451, -0.049, -0.386, 0.177, 0.208, 0.214, 0.169, 0.119, 0.468, 0.476, -0.943, 0.468, 0.469, -0.937]
}


{
  "formula": "C2H5N3OS",
  "method": "ωB97M-V/def2-TZVPD",
  "lumo_ev": 0.28,
  "smiles": "[H]/N=C(/O)S.N#CN",
  "multiplicity": 1,
  "gap_ev": 10.6049,
  "homo_energy_ev": -10.33,
  "relative_energy_ev": 2.101,
  "elements": ["C", "C", "N", "N", "N", "O", "S", "H", "H", "H", "H", "H"],
  "xyz": [[0.218998, 2.567860, 0.560212], [-0.314441, -1.297507, 0.113364], [0.134416, 1.997780, -0.659803], [0.745303, -0.937027, -0.399668], [0.491554, 3.167290, 1.495398], [-1.093765, -0.494378, 0.878452], [-0.980744, -3.048627, 0.124240], [0.827398, 1.268041, -0.522767], [-0.711661, 1.527046, -0.972868], [1.288185, -1.702187, -0.811436], [-0.101686, -3.425484, -0.754425], [-0.503558, 0.377192, 0.949301]],
  "atomic_forces_ev_per_a": [[-0.79, 0.78, -1.04], [-2.22, -2.31, 1.59], [0.71, -0.78, 0.31], [1.96, 0.41, -0.94], [-0.01, 0.27, 1.20], [2.23, 2.05, -0.59], [-0.43, 1.97, 0.78], [0.32, -0.61, -1.20], [-0.18, 0.54, 0.48], [-0.33, 0.53, 0.05], [0.72, -0.44, -0.79], [-1.96, -2.40, 0.15]],
  "nbo_charge": [0.365, 0.493, -0.842, -0.776, -0.362, -0.676, -0.022, 0.425, 0.409, 0.375, 0.111, 0.501]
}


{
  "formula": "C39H32GeHgN3OS2",
  "method": "ωB97M-V/def2-TZVPD",
  "lumo_ev": -2.59,
  "multiplicity": 1,
  "gap_ev": 7.6957,
  "homo_energy_ev": -10.29,
  "charge": 1,
  "relative_energy_ev": 0.299,
  "elements": ["Hg", "N", "C", "C", "C", "C", "C", "C", "N", "C", "C", "C", "S", "C", "N", "H", "H", "H", "H", "H", "H", "H", "O", "S", "C", "C", "C", "C", "C", "C", "C", "C", "C", "C", "C", "C", "H", "H", "H", "H", "H", "H", "H", "H", "H", "H", "C", "Ge", "C", "C", "C", "C", "C", "C", "C", "C", "C", "C", "C", "C", "C", "C", "C", "C", "H", "H", "H", "H", "H", "H", "H", "H", "H", "H", "H", "H", "H", "H", "H"],
  "xyz": [[0.683583, -1.315391, -0.526186], [4.901598, -1.286514, 1.176535], [5.409583, -1.155402, -0.110608], [6.707290, -1.064290, -0.601870], [6.839388, -0.950630, -1.970675], [5.720277, -0.932802, -2.821637], [4.437876, -1.023951, -2.325394], [4.291629, -1.134245, -0.944399], [3.145109, -1.255865, -0.168509], [3.548586, -1.337574, 1.072103], [2.625380, -1.508414, 2.195820], [2.915980, -1.590503, 3.518482], [1.490801, -1.873996, 4.412671], [0.584699, -1.844352, 2.966919], [1.290905, -1.644457, 1.894347], [5.438265, -1.366403, 2.022121], [7.570674, -1.089112, 0.050140], [7.828841, -0.877157, -2.401855], [5.876259, -0.851987, -3.888935], [3.571094, -1.015242, -2.973928], [3.870971, -1.506727, 4.013572], [-0.489286, -1.986645, 2.961139], [0.902929, 1.290995, -1.014384], [1.747639, 1.947832, 0.054584], [1.535585, 3.702011, -0.183046], [2.489375, 4.555435, 0.356462], [2.407919, 5.913385, 0.085424], [1.386523, 6.395698, -0.723383], [0.436513, 5.529182, -1.248181], [0.509158, 4.169146, -0.984194], [0.789403, 1.778823, 1.564897], [-0.566541, 1.500340, 1.470609], [-1.305611, 1.331904, 2.634326], [-0.683121, 1.444550, 3.872379], [0.675810, 1.726569, 3.952884], [1.422896, 1.884696, 2.794146], [3.287423, 4.159417, 0.975524], [3.153783, 6.587077, 0.486433], [1.343515, 7.450370, -0.962573], [-0.355327, 5.911039, -1.879489], [-0.207845, 3.474618, -1.404550], [-1.032837, 1.425448, 0.495230], [-2.365026, 1.114116, 2.571935], [-1.257768, 1.304562, 4.779660], [1.150926, 1.825037, 4.920217], [2.487969, 2.085873, 2.845028], [-1.002710, -3.552281, -2.698229], [-1.520592, -2.053852, -1.565526], [-2.223565, -0.650195, -2.693447], [-1.924551, 0.700661, -2.531601], [-2.472437, 1.644626, -3.389886], [-3.315488, 1.246791, -4.419952], [-3.611058, -0.097899, -4.593913], [-3.066763, -1.043771, -3.734118], [-2.593419, -2.706233, -0.085870], [-2.478914, -4.041602, 0.206996], [-3.290522, -4.649080, 1.194516], [-4.230291, -3.911481, 1.850509], [-4.384708, -2.526945, 1.580265], [-5.367922, -1.751686, 2.248981], [-5.503217, -0.418700, 1.991733], [-4.640093, 0.211821, 1.065849], [-3.687351, -0.510117, 0.407299], [-3.544199, -1.907259, 0.622571], [-1.887827, -4.104939, -3.019989], [-0.336375, -4.238177, -2.177925], [-0.487698, -3.165690, -3.576955], [-1.235474, 1.016686, -1.756842], [-2.236646, 2.694765, -3.262494], [-3.729490, 1.983911, -5.096337], [-4.259610, -0.410930, -5.402462], [-3.303110, -2.092298, -3.880677], [-1.768712, -4.659911, -0.330228], [-3.169038, -5.702925, 1.412041], [-4.876025, -4.372933, 2.588953], [-6.012924, -2.242292, 2.969443], [-6.270313, 0.157421, 2.493639], [-4.745768, 1.273407, 0.874742], [-3.036016, -0.015346, -0.300895]],
  "atomic_forces_ev_per_a": [[-0.04, -0.06, -0.37], [-0.04, 0.06, -0.10], [-0.01, -0.01, 0.13], [0.03, -0.01, 0.03], [-0.03, 0.00, -0.01], [0.04, -0.01, 0.02], [-0.08, 0.01, -0.03], [-0.11, -0.02, -0.03], [-0.57, 0.13, -0.11], [0.06, -0.08, 0.18], [-0.01, 0.01, -0.16], [0.09, -0.04, 0.22], [-0.01, 0.03, -0.01], [0.00, 0.03, -0.06], [0.10, 0.06, 0.14], [0.00, 0.00, 0.01], [-0.01, 0.01, -0.02], [-0.01, -0.01, 0.01], [-0.01, 0.01, 0.01], [0.03, 0.02, 0.00], [-0.03, -0.03, -0.04], [0.08, 0.04, -0.04], [0.40, -0.05, 0.37], [-0.40, -0.02, -0.08], [0.27, 0.14, -0.09], [-0.07, -0.03, 0.00], [-0.01, -0.05, 0.03], [0.03, 0.00, -0.01], [-0.01, 0.00, 0.01], [-0.09, 0.01, -0.01], [-0.06, -0.12, 0.00], [-0.01, 0.05, 0.05], [0.05, 0.00, 0.01], [0.02, -0.02, -0.03], [-0.05, 0.00, 0.01], [0.04, -0.03, -0.04], [0.02, 0.04, -0.07], [-0.03, 0.00, 0.00], [-0.03, -0.01, 0.04], [0.01, 0.00, 0.01], [0.06, 0.00, -0.03], [0.01, -0.04, 0.03], [0.04, -0.01, -0.01], [0.00, 0.04, -0.02], [0.02, -0.03, 0.00], [-0.03, 0.01, 0.01], [-0.13, -0.14, -0.05], [0.98, 0.05, 0.14], [-0.21, -0.01, -0.08], [-0.04, 0.00, -0.13], [0.00, -0.01, 0.00], [0.04, -0.01, 0.01], [0.02, -0.02, 0.00], [-0.01, 0.16, 0.03], [-0.27, 0.03, -0.06], [-0.12, -0.01, 0.15], [0.09, 0.01, -0.03], [-0.01, 0.04, 0.02], [-0.03, 0.02, 0.05], [0.05, -0.05, 0.01], [0.03, 0.02, -0.02], [-0.09, 0.01, 0.08], [0.03, -0.10, 0.00], [0.05, -0.01, 0.06], [0.05, -0.01, -0.03], [-0.01, -0.01, -0.01], [-0.01, -0.01, 0.00], [0.00, 0.00, -0.01], [0.01, -0.03, -0.01], [-0.01, -0.01, 0.03], [0.00, 0.00, 0.02], [-0.01, 0.02, -0.01], [-0.02, -0.01, 0.00], [-0.03, 0.02, -0.02], [0.01, 0.01, -0.01], [0.01, 0.01, -0.03], [0.04, 0.00, 0.00], [0.01, -0.03, -0.01], [-0.04, 0.00, -0.03]],
  "lowdin_charge": [0.970, 0.189, -0.176, -0.009, -0.071, -0.071, -0.004, -0.219, 0.086, -0.281, -0.327, -0.327, 1.079, -0.435, -0.040, 0.166, 0.115, 0.110, 0.109, 0.116, 0.083, 0.095, -0.631, 0.991, -0.380, -0.083, -0.066, -0.065, -0.058, -0.061, -0.385, -0.075, -0.054, -0.071, -0.082, -0.089, 0.108, 0.111, 0.111, 0.111, 0.102, 0.090, 0.098, 0.113, 0.112, 0.113, -0.269, 0.795, -0.348, -0.135, -0.074, -0.077, -0.075, -0.104, -0.286, -0.115, -0.070, -0.029, -0.165, -0.030, -0.072, -0.081, -0.051, -0.177, 0.030, 0.011, 0.025, 0.048, 0.100, 0.106, 0.107, 0.100, 0.089, 0.107, 0.116, 0.115, 0.107, 0.110, 0.072]
}


{
  "formula": "C4H8O2",
  "method": "ωB97M-V/def2-TZVPD",
  "lumo_ev": 0.80,
  "smiles": "C[C@@]1(O)C[C@H]1O",
  "multiplicity": 1,
  "gap_ev": 9.7974,
  "homo_energy_ev": -9.00,
  "relative_energy_ev": 1.874,
  "elements": ["C", "C", "O", "C", "C", "O", "H", "H", "H", "H", "H", "H", "H", "H"],
  "xyz": [[1.415357, 0.081043, -0.318011], [0.129263, -0.324839, 0.352443], [0.199202, -1.534513, 1.047704], [-0.779056, 0.677499, 0.994044], [-1.191560, 0.019909, -0.289345], [-1.200911, 0.850074, -1.414184], [2.166873, 0.444129, 0.390668], [1.194499, 0.867072, -1.037014], [1.878589, -0.750206, -0.876493], [0.965386, -1.988538, 0.686454], [-1.284233, 0.370306, 1.907695], [-0.474110, 1.716131, 0.944884], [-1.982002, -0.731559, -0.231606], [-1.004949, 0.298162, -2.181580]],
  "atomic_forces_ev_per_a": [[0.09, 0.15, -0.09], [0.02, 0.22, -0.04], [0.17, -0.38, 0.07], [0.09, 0.15, 0.11], [0.02, -0.20, 0.21], [-0.10, -0.12, -0.24], [-0.19, -0.02, 0.00], [0.17, 0.11, 0.01], [-0.31, 0.09, 0.14], [-0.09, -0.33, 0.11], [0.13, 0.05, -0.22], [-0.12, -0.01, -0.04], [0.17, 0.14, -0.04], [-0.06, 0.14, 0.03]],
  "nbo_charge": [-0.643, 0.210, -0.697, -0.457, 0.051, -0.702, 0.219, 0.237, 0.201, 0.469, 0.233, 0.226, 0.183, 0.469]
}